Record 1
Below is a cluster of 2 separate species, C4H3O2S in total in a non-equilibrium geometry, with properties calculated with the ωB97M-V functional and the def2-TZVPD basis.

- charge = -1
- energy (eV) = -19124.575
- HOMO (alpha / beta) (eV) = -3.961 / -4.233
- multiplicity = 1
- energy above the lowest of the compared OMol25 structures with the same formula, charge and spin (kJ/mol) = 250.61

Cartesian coordinates (Å):
O (0.8117, 1.1316, -1.8813)
H (1.2213, 1.1829, 1.0988)
H (-1.4146, -0.7780, -1.0303)
C (-0.5756, -0.3579, -0.4975)
O (-0.2011, -1.4019, 1.7010)
S (-3.7239, 0.2369, -0.1641)
H (2.1899, -0.1562, 0.4328)
C (1.1951, 0.2945, 0.4662)
C (0.4825, 0.5062, -0.8855)
C (0.0148, -0.6578, 0.7599)

Cartesian forces (eV/Å) of the 3 atoms listed first:
O 0.02 0.19 -0.16
H 0.05 0.09 0.08
H -0.06 -0.20 -0.17

Löwdin population analysis, charges in e, atoms 1 to 4:
1. O -0.02
2. H 0.10
3. H 0.01
4. C -0.06

Record 2
Below is a structure of composition C4H3O4Tm in a non-equilibrium geometry, with properties calculated with the ωB97M-V functional and the def2-TZVPD basis.

- charge = +3
- energy (eV) = -41875.810
- HOMO (alpha / beta) (eV) = -20.021 / -22.336
- multiplicity = 4
- energy above the lowest of the compared OMol25 structures with the same formula, charge and spin (kJ/mol) = 153.05

Cartesian coordinates (Å):
C (1.1516, 0.2612, -0.4112)
O (0.9967, -0.8236, -1.0122)
Tm (4.4019, 1.3754, 0.1633)
H (-1.0755, 1.2977, -0.9244)
O (2.0953, 0.9205, -0.0693)
C (-0.9950, 0.2202, 2.0782)
H (-1.2272, -0.9367, -1.9000)
H (-1.1620, -1.7259, -0.2396)
C (-0.8470, 0.4571, -0.2646)
O (-1.4812, 0.7234, 0.9697)
C (-0.8966, -0.8724, -0.8650)
O (-0.9612, -0.8970, 2.4750)

Cartesian forces (eV/Å) of the 3 atoms listed first:
C 1.36 -1.35 -0.17
O -2.13 0.84 0.55
Tm 0.44 0.24 0.10

Löwdin population analysis, charges in e, atoms 1 to 4:
1. C -0.29
2. O 0.23
3. Tm 1.90
4. H 0.20

Record 3
Below is a structure of composition C4H3OTm in a non-equilibrium geometry, with properties calculated with the ωB97M-V functional and the def2-TZVPD basis.

- charge = +1
- energy (eV) = -35759.198
- HOMO (alpha / beta) (eV) = -9.551 / -11.525
- multiplicity = 4
- energy above the lowest of the compared OMol25 structures with the same formula, charge and spin (kJ/mol) = 236.54

Cartesian coordinates (Å):
H (-3.2257, 0.7099, -0.9273)
C (-0.0451, -1.6019, -0.0613)
Tm (2.0831, 0.9078, 0.0690)
C (-2.9127, 0.2993, 0.0372)
O (1.1630, -1.1772, -0.1588)
C (-1.1252, -0.7744, 0.1144)
C (-1.5861, 0.3915, 0.4352)
H (-3.6885, 0.0837, 0.7777)
H (-0.1838, -2.6839, 0.0958)

Cartesian forces (eV/Å) of the 3 atoms listed first:
H -0.07 -0.30 0.07
C 1.52 -1.25 1.36
Tm -0.15 -0.27 -0.02

Löwdin population analysis, charges in e, atoms 1 to 4:
1. H 0.11
2. C -0.26
3. Tm 1.11
4. C 0.18